Record 1
A 2-piece molecular cluster, C2H4ClIN2 overall at a distorted geometry. Source: the Open Molecules 2025 dataset; level of theory: ωB97M-V with the def2-TZVPD basis set.

Geometry (Å):
C: 0.599 0.269 -0.271
H: -2.126 -0.898 -0.006
H: -0.753 -1.438 2.105
N: 0.233 -0.556 0.715
H: 2.686 0.189 -0.609
N: -0.599 -1.449 1.067
Cl: -3.175 -0.192 0.109
C: 1.758 0.791 -0.870
I: 1.756 2.662 -1.668
H: -0.379 0.622 -0.571

Results
SMILES string = [H]/N=N/C=C/I.Cl
HOMO-LUMO gap (alpha / beta) = 7.11 / 7.11 eV
energy above the lowest of the compared OMol25 structures with the same formula, charge and spin = 203.1 kJ/mol
E_LUMO (alpha / beta) = -0.0372 / -0.0370 Ha

Record 2
An isolated ion of composition C5H11N4O and charge +1 at a distorted geometry. Source: the Open Molecules 2025 dataset; level of theory: ωB97M-V with the def2-TZVPD basis set.

Geometry (Å):
C: 0.715 1.366 0.691
H: 3.618 2.257 -0.337
H: -1.565 -2.096 -0.975
N: -0.824 -0.174 -0.560
C: -1.369 -1.321 -0.264
N: 2.699 2.372 0.166
H: 2.885 0.980 -1.700
H: 2.693 3.033 0.946
C: 1.888 1.403 -0.189
H: -1.211 0.657 1.300
H: 0.750 0.019 -1.934
H: -0.658 0.958 -2.303
H: 0.850 1.998 1.497
H: -2.797 -2.590 2.291
H: -1.821 -3.444 1.309
N: 2.103 0.641 -1.217
C: -0.429 0.686 0.507
N: -0.372 0.020 -1.911
O: -1.623 -1.503 1.043
C: -2.455 -2.633 1.263
H: -3.078 -2.628 0.379

Results
SMILES string = [H]/N=C(N)/C=C\[N+](N)=C/OC
charge = +1
HOMO-LUMO gap = 8.59 eV
energy above the lowest of the compared OMol25 structures with the same formula, charge and spin = 388.0 kJ/mol
E_LUMO = -0.1623 Ha

Record 3
C14H33Cl2N3OP3Rh as an isolated structure at a distorted geometry. Source: the Open Molecules 2025 dataset; level of theory: ωB97M-V with the def2-TZVPD basis set.

Geometry (Å):
H: 1.236 -4.364 -2.534
C: 2.939 -2.969 -0.509
O: -1.667 -0.888 -1.986
H: 0.245 2.943 0.881
H: -1.072 2.851 -0.327
H: 0.083 -1.037 -4.322
H: -2.440 2.395 3.455
H: 3.054 -2.731 0.551
H: 3.477 2.325 -1.370
Cl: 2.588 -0.082 0.717
H: -3.806 -0.813 2.165
H: -0.337 -0.468 4.538
H: 0.069 4.217 -0.356
C: -0.604 -0.428 -2.393
H: -1.859 0.457 4.888
C: -1.210 0.043 4.101
H: 0.308 -4.480 -0.117
H: -0.403 2.682 -3.164
H: -1.343 0.036 -4.301
H: -1.476 2.675 1.984
C: 1.007 -3.302 -2.671
C: 0.155 -3.408 0.033
H: 3.684 -2.402 -1.072
P: 1.062 2.198 -1.270
H: -0.882 -3.148 -0.203
Cl: 2.454 -0.094 -2.699
N: -2.012 -0.908 3.290
C: -2.161 0.478 0.677
H: 0.698 4.030 -2.765
C: -1.238 -1.593 2.250
H: 0.375 -3.147 1.071
P: -0.505 -0.345 0.981
N: -2.742 0.979 1.913
H: 0.298 0.673 -4.042
C: 2.695 2.923 -0.892
H: -3.723 0.269 3.620
C: 0.284 0.715 2.348
H: 2.860 2.933 0.191
H: -0.426 -2.161 2.736
H: -1.891 -2.315 1.729
N: -0.722 1.175 3.292
H: 2.719 3.949 -1.279
H: 3.081 -4.042 -0.674
H: 1.314 2.609 -3.657
P: 1.273 -2.472 -1.067
C: -0.369 -0.164 -3.839
H: 0.844 1.571 1.972
H: -0.034 -3.194 -2.988
C: -0.036 3.146 -0.154
H: -2.101 1.301 -0.050
C: -1.852 1.893 2.660
C: 0.620 2.944 -2.884
H: -2.817 -0.304 0.253
C: -3.166 -0.151 2.765
Rh: 0.801 -0.177 -0.931
H: 1.670 -2.874 -3.425
H: 1.004 0.054 2.876

Results
expectation value of S² = 6.03
charge = +2
HOMO-LUMO gap (alpha / beta) = 6.76 / 4.91 eV
energy above the lowest of the compared OMol25 structures with the same formula, charge and spin = 0.0 kJ/mol
spin multiplicity = 5
E_LUMO (alpha / beta) = -0.2161 / -0.3694 Ha

Record 4
C16H35AlF5N3O2PSSi2Te as an isolated structure at a distorted geometry. Source: the Open Molecules 2025 dataset; level of theory: ωB97M-V with the def2-TZVPD basis set.

Geometry (Å):
Al: 0.482 -1.122 0.152
H: -2.649 -3.649 0.634
H: 2.751 4.491 1.518
C: -4.442 1.414 -0.088
C: 1.682 4.445 1.711
C: -4.436 -1.245 0.679
C: -0.652 2.960 3.147
H: -0.761 -5.929 0.793
H: -1.116 2.913 2.160
N: 0.724 -5.912 -2.637
H: 2.988 2.626 -0.438
H: -2.634 -4.833 -0.525
C: 0.838 0.938 -3.321
C: -3.217 -0.626 0.406
H: -0.946 2.074 3.704
H: 2.172 -4.813 -1.541
H: 2.570 -2.138 1.582
O: 0.647 -2.838 -0.355
H: 3.026 -1.740 0.066
H: -0.065 4.235 -3.081
Si: 1.682 2.510 -2.620
O: -1.033 -4.100 -1.894
C: 1.244 -5.359 -1.367
H: -0.409 3.461 -1.549
C: -5.652 0.775 0.190
N: 2.470 -1.415 0.862
H: 1.378 5.434 2.036
H: 0.859 4.681 -1.676
H: -0.121 -5.316 -2.866
H: 1.170 4.243 0.767
H: -1.083 3.813 3.660
H: 2.768 3.538 -4.604
C: 3.121 3.174 -3.645
C: 1.761 1.454 2.156
H: 1.945 2.364 5.301
F: -2.080 1.329 -0.267
H: 0.281 0.389 -2.548
F: -4.412 -2.553 1.004
N: -2.412 -4.660 0.470
S: -1.751 -1.635 0.390
H: 1.398 -5.856 -3.411
H: -3.013 -5.242 1.070
H: 2.954 -0.589 1.229
F: -4.404 2.678 -0.473
C: 2.405 1.856 -0.935
C: -3.251 0.705 0.024
P: -0.076 -4.146 -0.777
C: 0.396 3.838 -2.182
H: 3.019 0.965 -1.054
H: 1.565 0.256 -3.755
C: -5.645 -0.567 0.588
C: -0.973 -4.863 0.706
H: 0.138 1.196 -4.109
H: 3.885 2.429 -3.842
Te: 0.706 1.496 0.299
H: 3.272 3.174 4.485
H: 1.445 0.610 2.762
Si: 1.240 3.135 3.016
C: 2.198 3.192 4.645
H: 0.434 -6.895 -2.568
H: 3.602 4.012 -3.147
H: -0.669 -4.371 1.630
H: 2.834 1.421 1.990
H: 1.970 4.107 5.182
F: -6.775 -1.191 0.849
F: -6.790 1.421 0.059
H: 1.447 -6.151 -0.648

Results
charge = +3
HOMO-LUMO gap = 7.64 eV
energy above the lowest of the compared OMol25 structures with the same formula, charge and spin = 191.3 kJ/mol
E_LUMO = -0.3156 Ha